Record 1
Entry from OMol25: 4 unconnected molecules or ions with the total composition C20H49Cl2O12P3 (ωB97M-V/def2-TZVPD).

Element x y z (Å)
C 2.914 -2.332 3.565
C 4.421 -2.180 3.332
O 4.748 -1.002 2.588
P 4.860 -1.131 1.023
O 3.728 -1.745 0.331
O 6.137 -1.861 0.618
C 7.489 -1.553 1.220
C 8.185 -0.636 0.284
O 5.097 0.388 0.717
C 4.783 0.990 -0.601
C 3.333 1.265 -0.818
H 2.488 -1.393 3.920
H 2.439 -2.556 2.605
H 2.686 -3.094 4.294
H 4.899 -2.021 4.292
H 4.910 -3.050 2.848
H 7.372 -1.134 2.203
H 7.891 -2.554 1.286
H 7.599 0.281 0.220
H 9.184 -0.393 0.672
H 8.335 -1.151 -0.685
H 5.347 1.868 -0.496
H 5.231 0.275 -1.288
H 2.966 2.068 -0.178
H 3.343 1.571 -1.856
H 2.832 0.316 -0.646
C -4.073 -2.558 4.289
C -3.501 -1.551 3.315
O -4.442 -1.211 2.275
P -3.946 -0.403 1.015
O -5.048 -0.174 0.079
O -3.098 0.856 1.505
C -3.856 1.906 2.080
C -2.923 3.077 2.238
O -2.746 -1.199 0.353
C -2.911 -2.577 -0.082
C -2.783 -2.571 -1.596
H -4.896 -2.105 4.810
H -4.388 -3.446 3.760
H -3.325 -2.772 5.018
H -3.306 -0.618 3.843
H -2.521 -1.835 2.858
H -4.755 2.087 1.452
H -4.170 1.627 3.047
H -3.454 3.799 2.856
H -2.054 2.697 2.767
H -2.551 3.515 1.317
H -2.071 -3.092 0.358
H -3.818 -3.035 0.253
H -3.609 -1.881 -1.872
H -1.830 -2.235 -1.961
H -3.064 -3.504 -2.103
C -1.259 -1.815 -5.552
C -0.697 -1.009 -4.341
O -1.814 -0.279 -3.775
P -1.375 0.816 -2.685
O -0.467 0.381 -1.649
O -0.844 1.943 -3.681
C 0.080 2.931 -3.096
C -0.610 3.942 -2.179
O -2.679 1.402 -2.017
C -3.881 1.720 -2.767
C -4.760 2.507 -1.822
H -1.744 -1.135 -6.279
H -0.382 -2.225 -6.048
H -1.954 -2.600 -5.240
H -0.237 -1.699 -3.598
H 0.026 -0.269 -4.657
H 0.813 2.283 -2.639
H 0.540 3.430 -3.932
H -1.048 3.418 -1.322
H 0.119 4.702 -1.838
H -1.379 4.399 -2.783
H -3.595 2.268 -3.683
H -4.417 0.803 -2.958
H -5.557 3.051 -2.408
H -5.253 1.881 -1.082
H -4.252 3.254 -1.176
Cl -0.194 -0.634 3.231
C 0.241 -0.263 1.525
C 0.308 1.214 1.194
Cl 1.534 2.033 2.233
H -0.594 -0.644 0.908
H 1.214 -0.679 1.391
H -0.652 1.720 1.236
H 0.691 1.116 0.169

Its LUMO energy is 0.0286 Eh. The SMILES is CCOP(=O)(OCC)OCC.CCOP(=O)(OCC)OCC.CCOP(=O)(OCC)OCC.ClCCCl. The value obtained for the electronic energy is -99024.7032 eV.

These are the Löwdin partial charges, in e, on atoms 1 to 2: -0.08 -0.26

---

Record 2
Entry from OMol25: a molecular structure, C20H49Cl4F2N6O11S2Tl (ωB97M-V/def2-TZVPD).

Element x y z (Å)
Tl -5.448 2.961 -0.335
N -1.603 0.706 0.546
S -0.331 0.983 1.406
O 0.731 1.683 0.680
O 0.012 0.198 2.535
F -1.172 2.130 2.158
S -1.027 -0.870 0.000
O -1.839 -1.976 0.444
O 0.402 -1.143 -0.132
F -1.447 -0.677 -1.511
Cl -0.677 -1.407 9.069
C 0.772 -0.379 8.837
C 2.001 -1.297 8.616
Cl 3.317 -0.144 8.225
H 0.780 0.310 9.681
H 0.658 0.213 7.929
H 1.913 -2.041 7.824
H 2.255 -1.687 9.601
Cl 6.433 -1.737 -3.659
C 4.887 -1.243 -4.301
C 5.045 -0.264 -5.473
Cl 3.394 -0.132 -6.270
H 4.352 -0.859 -3.432
H 4.470 -2.182 -4.666
H 5.746 -0.459 -6.285
H 5.398 0.706 -5.122
C 1.868 -7.656 4.177
C 0.811 -6.951 3.351
C 0.820 -5.424 3.682
O 1.203 -7.241 2.058
H 1.777 -7.277 5.195
H 2.892 -7.452 3.862
H 1.839 -8.745 4.176
H -0.154 -7.262 3.751
H -0.120 -4.970 3.369
H 1.518 -4.879 3.046
H 0.947 -5.183 4.737
H 2.125 -6.974 2.037
C 5.417 1.020 1.852
C 5.889 2.434 1.539
C 6.009 2.912 0.100
O 4.896 3.274 2.152
H 4.360 0.807 1.694
H 5.570 0.882 2.922
H 5.963 0.218 1.355
H 6.845 2.674 2.003
H 5.130 3.436 -0.276
H 5.937 2.045 -0.558
H 6.866 3.577 -0.006
H 4.034 2.861 2.068
O -5.602 0.547 4.148
C -5.662 -0.474 4.891
N -5.157 -1.632 4.511
C -6.117 -0.321 6.313
H -4.842 -1.558 3.554
H -4.874 -2.343 5.170
H -7.197 -0.460 6.363
H -5.775 0.614 6.756
H -5.762 -1.053 7.039
O -2.366 -4.959 -3.854
C -1.351 -5.729 -3.961
N -0.770 -6.236 -2.835
C -0.660 -6.041 -5.290
H -0.991 -5.843 -1.932
H 0.089 -6.766 -2.868
H -1.342 -6.158 -6.132
H -0.221 -7.035 -5.209
H 0.157 -5.369 -5.553
O -2.109 4.211 -3.757
C -1.076 4.511 -4.275
N 0.096 4.217 -3.676
C -1.041 5.400 -5.535
H 0.103 3.766 -2.772
H 0.943 4.561 -4.103
H -0.045 5.767 -5.782
H -1.667 6.282 -5.402
H -1.522 4.867 -6.355
O -5.571 0.969 -5.278
C -4.856 0.504 -6.131
N -4.327 -0.668 -6.013
C -4.508 1.335 -7.353
H -3.867 -1.061 -6.821
H -4.420 -1.242 -5.187
H -3.545 1.171 -7.837
H -4.711 2.405 -7.309
H -5.166 1.101 -8.189
O -2.912 7.261 0.027
C -1.941 8.000 -0.262
N -0.834 7.752 0.374
C -2.197 9.140 -1.166
H -1.075 7.018 1.024
H 0.127 7.880 0.092
H -3.214 8.937 -1.501
H -1.441 9.126 -1.951
H -2.248 10.085 -0.624

Its LUMO energy is -0.4393 Eh. The value obtained for the electronic energy is -134862.3266 eV. As for the total charge: +2.

These are the Löwdin partial charges, in e, on atoms 1 to 2: 0.96 -0.16

---

Number 1: Kohn-Sham gap 10.84 eV. Number 2: Kohn-Sham gap 1.43 eV.